(1)
C3H5BrS | the ωB97M-V functional and the def2-TZVPD basis

ORCA input file:
```
! wB97M-V def2-TZVPD RIJCOSX def2/J DEFGRID3
* xyz 0 1
Br 0.65 -1.14 2.36
S -1.39 0.85 -0.50
C 0.69 -0.91 0.47
C -0.83 -0.78 -0.19
C 1.80 -0.80 -0.22
H -1.45 -1.26 0.46
H -0.92 -1.26 -1.09
H 1.67 -0.65 -1.34
H 2.82 -1.12 0.25
H -0.74 1.37 -1.64
*
```

Its strongest force on any atom is 5.13 eV/Å. The SMILES is C=C(Br)CS. The relative energy (zero: lowest compared OMol25 entry of this formula, charge and spin) comes out at 28.9 kcal per mole. The value obtained for the HOMO-LUMO gap is 9.91 eV. The highest occupied orbital energy comes out at -0.3370 hartree.

***

(2)
C3H5BrS2 | the ωB97M-V functional and the def2-TZVPD basis

ORCA input file:
```
! wB97M-V def2-TZVPD RIJCOSX def2/J DEFGRID3
* xyz 0 1
Br -3.60 -0.06 -0.23
S -0.47 -0.79 -0.61
S 0.38 1.89 0.46
C -0.65 0.72 0.20
C 1.28 -0.81 -1.03
C -2.34 0.46 1.04
H 1.56 -0.12 -1.81
H 1.87 -0.38 -0.26
H 1.72 -1.75 -1.35
H -2.20 -0.42 1.75
H -2.52 1.45 1.54
*
```

Its strongest force on any atom is 4.31 eV/Å. The relative energy (zero: lowest compared OMol25 entry of this formula, charge and spin) comes out at 0.0 kcal per mole. The value obtained for the HOMO-LUMO gap is 8.51 eV. The highest occupied orbital energy comes out at -0.3162 hartree.

***

(3)
C3H5CaO3 | the ωB97M-V functional and the def2-TZVPD basis

ORCA input file:
```
! wB97M-V def2-TZVPD RIJCOSX def2/J DEFGRID3
* xyz 2 2
Ca 0.30 1.83 -1.72
O -1.07 1.95 0.89
O -1.02 2.57 -0.32
O 1.51 0.14 -1.03
C -0.07 -1.66 0.03
C -1.17 0.69 0.91
C 1.35 -0.80 -0.14
H 0.04 0.37 1.49
H -0.64 -1.77 -0.89
H 2.33 -1.29 0.05
H -1.59 0.41 -0.07
H 0.02 -2.43 0.79
*
```

Its strongest force on any atom is 4.90 eV/Å. The relative energy (zero: lowest compared OMol25 entry of this formula, charge and spin) comes out at 151.9 kcal per mole. The value obtained for the HOMO-LUMO gap (spin up / spin down) is 7.73 / 8.72 eV. The highest occupied orbital energy (spin up / spin down) comes out at -0.6914 / -0.7370 hartree.

***

(4)
C3H5Cl | the ωB97M-V functional and the def2-TZVPD basis

ORCA input file:
```
! wB97M-V def2-TZVPD RIJCOSX def2/J DEFGRID3
* xyz 0 1
Cl 2.19 0.01 0.10
C -0.46 0.76 0.27
C -0.42 -0.74 0.22
C 0.54 0.06 -0.61
H 0.51 0.37 -1.71
H -1.13 -1.45 -0.25
H 0.21 -1.11 0.97
H -0.11 0.94 1.23
H -1.33 1.16 -0.22
*
```

Its strongest force on any atom is 2.30 eV/Å. The SMILES is ClC1CC1. The relative energy (zero: lowest compared OMol25 entry of this formula, charge and spin) comes out at 21.6 kcal per mole. The value obtained for the HOMO-LUMO gap is 11.25 eV. The highest occupied orbital energy comes out at -0.3706 hartree.

***

(5)
C3H5Cl | the ωB97M-V functional and the def2-TZVPD basis

ORCA input file:
```
! wB97M-V def2-TZVPD RIJCOSX def2/J DEFGRID3
* xyz 0 1
Cl 2.12 0.15 -0.09
C -0.42 1.06 -0.06
C 0.02 -1.40 -0.01
C 0.43 -0.17 -0.04
H -1.10 -1.43 0.22
H 0.74 -2.20 0.13
H -1.03 1.01 0.71
H 0.16 1.98 0.14
H -0.92 1.02 -0.99
*
```

Its strongest force on any atom is 5.30 eV/Å. The SMILES is C=C(C)Cl. The relative energy (zero: lowest compared OMol25 entry of this formula, charge and spin) comes out at 12.0 kcal per mole. The value obtained for the HOMO-LUMO gap is 10.56 eV. The highest occupied orbital energy comes out at -0.3500 hartree.

***

(6)
C3H5Cl2F | the ωB97M-V functional and the def2-TZVPD basis

ORCA input file:
```
! wB97M-V def2-TZVPD RIJCOSX def2/J DEFGRID3
* xyz 0 1
Cl -0.89 2.62 0.74
Cl -0.72 1.00 -1.90
F 0.96 -0.06 1.74
C -0.06 -0.03 0.66
C 0.19 -1.27 -0.33
C -0.09 1.39 -0.14
H 1.30 -1.43 -0.25
H -0.58 -2.25 0.12
H -0.97 -0.53 1.15
H 0.94 1.59 -0.14
H -0.08 -1.03 -1.65
*
```

Its strongest force on any atom is 5.09 eV/Å. The relative energy (zero: lowest compared OMol25 entry of this formula, charge and spin) comes out at 72.6 kcal per mole. The value obtained for the HOMO-LUMO gap is 11.11 eV. The highest occupied orbital energy comes out at -0.3953 hartree.

***

(7)
C3H5Cl2N2 | the ωB97M-V functional and the def2-TZVPD basis

ORCA input file:
```
! wB97M-V def2-TZVPD RIJCOSX def2/J DEFGRID3
* xyz 1 3
Cl 2.89 0.52 0.12
Cl -0.90 -1.68 -0.05
N 2.04 -1.86 -0.04
N -1.28 1.30 -0.60
C 1.69 -0.57 0.10
C 0.33 -0.30 0.08
C 0.12 0.99 -0.20
H 2.98 -2.11 -0.21
H -1.07 1.69 -1.48
H 1.22 -2.39 -0.30
H -1.80 2.02 -0.14
H -1.93 0.42 -0.69
*
```

Its strongest force on any atom is 4.31 eV/Å. The relative energy (zero: lowest compared OMol25 entry of this formula, charge and spin) comes out at 17.7 kcal per mole. The value obtained for the HOMO-LUMO gap (spin up / spin down) is 7.39 / 7.48 eV. The highest occupied orbital energy (spin up / spin down) comes out at -0.4075 / -0.5237 hartree.

***

(8)
C3H5Cl4NOS | the ωB97M-V functional and the def2-TZVPD basis

ORCA input file:
```
! wB97M-V def2-TZVPD RIJCOSX def2/J DEFGRID3
* xyz 0 1
Cl -1.28 0.56 1.54
Cl -5.74 -1.10 -1.76
Cl -4.96 1.08 -0.11
Cl -5.86 -1.37 1.14
S -1.08 0.89 -1.45
O 0.41 -0.85 0.06
N -2.18 1.91 -1.11
C -0.56 -1.89 -0.22
C -5.94 -0.35 -0.20
C -0.14 0.41 0.10
H -1.23 -1.94 0.59
H 0.56 1.07 0.33
H -1.12 -1.62 -1.19
H -0.03 -2.89 -0.28
H -2.05 2.06 -0.12
*
```

Its strongest force on any atom is 5.24 eV/Å. The relative energy (zero: lowest compared OMol25 entry of this formula, charge and spin) comes out at 75.2 kcal per mole. The value obtained for the HOMO-LUMO gap (spin up / spin down) is 7.25 / 8.43 eV. The highest occupied orbital energy (spin up / spin down) comes out at -0.3042 / -0.3264 hartree.